Computed, not measured: 4 unconnected molecules or ions with the total composition C16H36FO14PS3, with the ωB97M-V functional and the def2-TZVPD basis.

Structure (XYZ):
```
71
Properties=species:S:1:pos:R:3
C 0.372 -1.443 3.111
C -0.324 -0.405 4.064
C 0.263 1.012 3.939
F 0.405 1.407 2.622
C 1.593 1.270 4.689
O 1.432 1.492 6.084
C 2.662 1.371 6.708
O 2.855 1.499 7.836
C 3.726 1.065 5.587
C 2.751 0.232 4.656
P 3.693 -0.062 3.110
O 3.540 -1.448 2.636
O 5.287 0.166 3.352
O 3.209 0.884 1.891
H 1.066 -2.059 3.706
H 0.895 -0.944 2.285
H -0.394 -2.136 2.725
H -1.364 -0.341 3.690
H -0.397 -0.769 5.100
H -0.475 1.703 4.394
H 2.025 2.136 4.145
H 4.561 0.534 6.053
H 3.934 2.091 5.232
H 2.615 -0.684 5.252
H 5.762 -0.167 2.573
H 2.975 0.273 1.162
O 3.007 -1.631 -0.336
S 4.044 -2.565 -0.668
O 5.313 -2.133 -1.172
O 3.448 -3.673 -1.657
C 2.796 -3.228 -2.857
C 3.791 -2.816 -3.924
C 4.316 -3.632 0.712
H 2.097 -2.419 -2.633
H 2.207 -4.072 -3.216
H 4.331 -1.915 -3.632
H 3.278 -2.614 -4.866
H 4.532 -3.601 -4.083
H 3.358 -4.004 1.063
H 4.799 -3.048 1.491
H 4.962 -4.451 0.402
O -3.487 1.003 0.081
S -3.265 -0.386 -0.193
O -2.482 -1.204 0.683
O -2.709 -0.538 -1.683
C -1.547 0.227 -2.049
C -0.278 -0.391 -1.501
C -4.821 -1.173 -0.460
H -1.654 1.264 -1.724
H -1.512 0.234 -3.139
H -0.249 -0.324 -0.413
H 0.601 0.123 -1.893
H -0.218 -1.449 -1.762
H -5.399 -0.580 -1.165
H -5.333 -1.224 0.499
H -4.646 -2.175 -0.844
O -4.140 1.332 -5.379
S -4.470 2.724 -5.451
O -3.452 3.726 -5.506
O -5.481 3.077 -4.265
C -5.095 2.729 -2.924
C -4.086 3.708 -2.357
C -5.597 2.984 -6.782
H -4.713 1.705 -2.889
H -6.002 2.758 -2.321
H -3.131 3.636 -2.879
H -3.910 3.502 -1.300
H -4.440 4.733 -2.468
H -6.399 2.254 -6.711
H -5.046 2.850 -7.711
H -5.984 3.998 -6.720
```

As for the SMILES: CC[C@H](F)[C@H]1OC(=O)C[C@@H]1P(=O)(O)O.CCOS(C)(=O)=O.CCOS(C)(=O)=O.CCOS(C)(=O)=O. For the total energy, the calculation gives -3320.444052 Ha. The gap between HOMO and LUMO is 10.61 eV. The calculation puts the HOMO energy at -10.18 eV.

These are the Mulliken partial charges, in e, on atoms 1 to 2:
1. C -0.73
2. C -0.66